Record 1
Computed, not measured: a structure of composition C22H43InN2P3S in a non-equilibrium geometry, with ωB97M-V/def2-TZVPD.

The geometry in ORCA input format:
```
! RIJCOSX wB97M-V def2-TZVPD def2/J DEFGRID3
* xyz 3 1
In 0.155 1.033 -0.773
P -0.232 -1.408 0.675
P 2.427 1.137 0.714
P -1.465 -0.250 -2.490
H 1.980 2.476 -2.159
C 0.893 2.356 -2.200
C 0.027 3.047 -1.286
H 0.487 3.708 -0.535
C 0.601 -2.925 0.057
C 0.221 -1.475 2.452
C -1.981 -1.953 0.789
C 3.396 2.616 0.229
C 2.429 1.258 2.539
C 3.557 -0.260 0.344
C -1.500 0.621 -4.102
C -3.239 -0.304 -2.053
C -1.053 -1.968 -2.964
H 0.564 2.133 -3.223
H -0.957 3.386 -1.653
H 0.371 -3.759 0.736
H 1.688 -2.771 0.032
H 0.255 -3.167 -0.955
H -0.104 -2.446 2.855
H -0.289 -0.674 3.004
H 1.305 -1.372 2.586
H -2.088 -2.622 1.656
H -2.299 -2.485 -0.116
H -2.628 -1.078 0.937
H 3.781 3.094 1.140
H 2.754 3.331 -0.298
H 4.233 2.341 -0.427
H 3.249 0.658 2.955
H 1.478 0.907 2.952
H 2.572 2.309 2.821
H 4.349 -0.286 1.102
H 4.008 -0.128 -0.647
H 3.008 -1.209 0.361
H -2.417 0.323 -4.633
H -0.614 0.361 -4.700
H -1.514 1.707 -3.939
H -3.825 -0.297 -2.982
H -3.512 0.573 -1.455
H -3.473 -1.203 -1.474
H -1.368 -2.135 -4.004
H -1.559 -2.693 -2.314
H 0.032 -2.117 -2.898
C 4.070 1.172 -4.464
C 4.798 -0.002 -4.743
C 5.465 -0.615 -3.681
C 5.812 0.160 -2.563
C 5.496 1.523 -2.537
C 4.570 2.020 -3.474
S 2.498 1.551 -5.180
H 2.178 0.341 -5.418
H 4.845 -0.329 -5.785
H 5.685 -1.689 -3.703
H 6.318 -0.298 -1.718
H 5.900 2.199 -1.783
H 4.214 3.057 -3.486
N -4.834 3.283 3.144
C -3.797 2.840 2.368
C -3.854 2.945 0.964
C -2.781 2.478 0.217
N -1.701 1.891 0.781
C -1.627 1.818 2.128
C -2.647 2.268 2.953
H -5.648 3.700 2.733
H -4.801 3.209 4.146
H -4.710 3.399 0.463
H -2.788 2.572 -0.878
H -0.704 1.401 2.558
H -2.564 2.160 4.035
*
```

For the frontier orbital gap, the calculation gives 0.1495 Ha. As for the LUMO energy: -11.2 eV. The calculation puts the energy relative to the best compared isomer or geometry (same formula, charge and spin) at 58.05 kcal/mol. The calculation puts the HOMO energy at -15.282 eV.


Record 2
Computed, not measured: the ion C3H3N2O with charge +1 in a non-equilibrium geometry, with ωB97M-V/def2-TZVPD.

The geometry in ORCA input format:
```
! RIJCOSX wB97M-V def2-TZVPD def2/J DEFGRID3
* xyz 1 1
C -0.466 -0.633 -0.322
C 0.289 0.546 -0.830
C -0.552 -0.825 1.139
N -0.339 -0.873 2.283
N 1.161 0.960 -0.043
O 2.023 1.288 0.649
H -1.343 -0.011 -0.516
H -0.052 1.081 -1.729
H -0.722 -1.533 -0.631
*
```

As for the structure (SMILES): N#CCC=[N+]=O. For the frontier orbital gap, the calculation gives 0.3024 Ha. As for the LUMO energy: -8.4 eV. The calculation puts the energy relative to the best compared isomer or geometry (same formula, charge and spin) at 127.79 kcal/mol. The calculation puts the HOMO energy at -16.649 eV.


Record 3
Computed, not measured: the molecule C2H8N2S2 in a non-equilibrium geometry, with ωB97M-V/def2-TZVPD.

The geometry in ORCA input format:
```
! RIJCOSX wB97M-V def2-TZVPD def2/J DEFGRID3
* xyz 0 1
C -1.226 1.327 0.609
C 1.573 -0.415 -1.313
N -2.636 -0.944 0.246
N 1.617 -0.011 1.282
S -1.227 -0.066 -0.506
S 1.002 -1.082 0.306
H -2.360 1.263 1.012
H -0.898 2.194 0.073
H -0.402 1.057 1.300
H 2.446 -1.057 -1.778
H 1.945 0.608 -1.219
H 0.755 -0.378 -2.020
H -2.551 -1.901 -0.075
H 1.962 -0.595 2.084
*
```

As for the structure (SMILES): [H]/N=S(/C)#S(/C)=N\[H]. For the frontier orbital gap (spin up / spin down), the calculation gives 0.2454 / 0.2833 Ha. As for the LUMO energy (spin up / spin down): -0.7 / -0.4 eV. The calculation puts the energy relative to the best compared isomer or geometry (same formula, charge and spin) at 108.22 kcal/mol. The calculation puts the HOMO energy (spin up / spin down) at -7.344 / -8.133 eV.


Record 4
Computed, not measured: the molecule C2H6FN in a non-equilibrium geometry, with ωB97M-V/def2-TZVPD.

The geometry in ORCA input format:
```
! RIJCOSX wB97M-V def2-TZVPD def2/J DEFGRID3
* xyz 0 1
C -0.677 0.661 0.205
C 0.792 0.526 -0.253
H -0.673 -1.140 -0.423
H -1.930 -0.924 0.578
H -0.682 0.735 1.381
H -1.242 1.592 -0.179
H 1.290 1.429 0.147
H 0.887 0.484 -1.345
N -1.444 -0.519 -0.230
F 1.308 -0.629 0.192
*
```

As for the structure (SMILES): NCCF. For the frontier orbital gap, the calculation gives 0.3961 Ha. As for the LUMO energy: 1.2 eV. The calculation puts the energy relative to the best compared isomer or geometry (same formula, charge and spin) at 11.56 kcal/mol. The calculation puts the HOMO energy at -9.605 eV.


Record 5
Computed, not measured: a structure of composition C12H18Cl4O4Sn in a non-equilibrium geometry, with ωB97M-V/def2-TZVPD.

The geometry in ORCA input format:
```
! RIJCOSX wB97M-V def2-TZVPD def2/J DEFGRID3
* xyz -2 1
C -1.897 0.205 0.901
C -1.956 -0.718 -0.188
C -1.569 -0.026 -1.374
C -2.386 -2.128 -0.140
C -1.329 1.340 -1.026
C -1.517 1.475 0.381
C -1.299 2.710 1.164
C -2.199 -0.078 2.320
C -1.377 -0.633 -2.709
C -0.856 2.391 -1.950
Sn 1.582 0.001 1.131
Cl 0.421 -4.697 -0.753
Cl 0.597 -2.052 1.645
O 1.301 1.238 -0.444
H -2.436 -2.483 0.895
H -1.679 -2.795 -0.668
H -3.385 -2.197 -0.606
H -1.017 -1.668 -2.598
H -0.650 -0.046 -3.287
H -2.322 -0.649 -3.274
H -0.137 1.971 -2.668
H -0.369 3.197 -1.391
H -1.697 2.812 -2.517
H -0.499 3.310 0.706
H -0.999 2.489 2.197
H -2.218 3.316 1.178
H -1.941 -1.111 2.597
H -3.280 0.072 2.471
H -1.649 0.596 2.993
H 2.153 1.411 -0.871
O 1.176 1.193 2.651
H 1.982 1.595 3.009
Cl 4.636 -3.432 0.168
C 5.046 -1.716 -0.078
Cl 5.479 -1.333 -1.785
C 3.823 -0.910 0.345
O 3.764 -0.185 1.427
O 2.819 -1.053 -0.427
H 5.884 -1.414 0.574
*
```

For the frontier orbital gap, the calculation gives 0.1335 Ha. As for the LUMO energy: 4.1 eV. The calculation puts the HOMO energy at 0.468 eV.


Record 6
Computed, not measured: a structure of composition C18H11BaN4O5Se2, with ωB97M-V/def2-TZVPD.

The geometry in ORCA input format:
```
! RIJCOSX wB97M-V def2-TZVPD def2/J DEFGRID3
* xyz -1 1
Ba -0.853 -1.293 -0.853
O -3.484 2.910 3.878
C -2.949 2.054 2.963
C -2.477 0.797 3.319
C -1.964 -0.014 2.325
N -1.915 0.364 1.049
C -2.329 1.589 0.719
C -2.862 2.470 1.643
C -2.123 2.001 -0.754
O -2.470 3.135 -1.073
O -1.577 1.106 -1.471
C -1.330 -1.376 2.661
O -1.194 -1.652 3.853
O -0.965 -2.052 1.651
H -3.490 2.474 4.738
H -2.474 0.429 4.338
H -3.185 3.448 1.317
Se 3.835 -1.731 -1.249
Se 2.371 -2.562 0.320
C 1.888 -0.899 1.182
C 1.888 -0.837 2.567
C 1.476 0.346 3.155
C 1.109 1.411 2.348
C 1.132 1.240 0.974
N 1.505 0.096 0.398
C 2.757 -1.354 -2.806
C 3.487 -0.994 -3.935
C 2.794 -0.715 -5.099
C 1.412 -0.823 -5.102
C 0.781 -1.196 -3.929
N 1.440 -1.442 -2.789
H 2.160 -1.699 3.160
H 1.424 0.419 4.234
H 0.767 2.349 2.764
H 0.802 2.026 0.305
H 4.567 -0.943 -3.896
H 3.330 -0.428 -5.995
H 0.824 -0.636 -5.988
H -0.294 -1.337 -3.908
N -1.954 -3.601 -4.023
C -1.862 -3.080 -2.987
*
```

For the frontier orbital gap, the calculation gives 0.3077 Ha. As for the LUMO energy: 1.9 eV. The calculation puts the energy relative to the best compared isomer or geometry (same formula, charge and spin) at 0.00 kcal/mol. The calculation puts the HOMO energy at -6.435 eV.